1.
Formula: C6H11NO
Source: the Open Molecules 2025 dataset
Level of theory: ωB97M-V with the def2-TZVPD basis set

Each line ends with the natural charge from an NBO analysis.
Cartesian coordinates (Å):
C: 1.59276 2.19234 -1.22023  -0.411
C: 1.80101 1.14855 -0.42683  -0.178
C: 0.88398 -0.07349 -0.25205  -0.473
C: 0.11279 0.15038 0.99948  -0.223
N: -0.36698 -1.08795 1.42386  -0.642
C: -1.18176 -1.74587 0.59996  0.675
C: -2.05372 -0.91968 -0.37541  -0.730
O: -1.40513 -2.89738 0.63134  -0.594
H: 2.32880 2.94491 -1.55527  0.222
H: 0.49079 2.16323 -1.67309  0.187
H: 2.71074 1.06596 0.20240  0.194
H: 0.12818 -0.11872 -1.14708  0.218
H: 1.46394 -1.05485 -0.27974  0.236
H: 0.81330 0.72129 1.86886  0.204
H: -0.56046 1.01968 1.02901  0.218
H: 0.06364 -1.57438 2.20940  0.415
H: -1.75812 -1.01647 -1.46591  0.233
H: -3.11221 -1.19518 -0.32780  0.246
H: -1.95155 0.27763 -0.24090  0.202

## Properties
structure (SMILES) = C=CCCNC(C)=O
Kohn-Sham gap = 10.412 eV
charge = 0
LUMO level = 0.0329 Eh
energy relative to the best compared isomer or geometry (same formula, charge and spin) = 61.48 kcal per mole


2.
Formula: C4H5Cl
Source: the Open Molecules 2025 dataset
Level of theory: ωB97M-V with the def2-TZVPD basis set

Each line ends with the natural charge from an NBO analysis.
Cartesian coordinates (Å):
C: 1.15186 0.23667 0.19972  -0.268
C: 0.84309 -0.60473 1.17220  -0.140
C: -0.06636 0.35580 -0.81926  -0.479
C: -1.23803 -0.18806 -0.00647  -0.227
Cl: -2.28629 -1.05809 -0.94922  0.060
H: 2.12265 0.68349 0.14678  0.209
H: 1.03194 -0.73925 2.19290  0.187
H: -0.32183 1.21361 -1.30173  0.212
H: 0.25534 -0.30647 -1.54455  0.223
H: -1.49237 0.40703 0.90963  0.223

## Properties
Kohn-Sham gap (spin up / spin down) = 8.842 / 8.395 eV
charge = 0
LUMO level (spin up / spin down) = 0.0179 / 0.0139 Eh
energy relative to the best compared isomer or geometry (same formula, charge and spin) = 90.52 kcal per mole


3.
Formula: C14H38CrN3O9S4
Source: the Open Molecules 2025 dataset
Level of theory: ωB97M-V with the def2-TZVPD basis set

Each line ends with the natural charge from an NBO analysis.
Cartesian coordinates (Å):
Cr: -0.28686 0.20423 -0.03655  1.247
N: -2.25548 0.11151 -2.17442  0.708
O: -2.17639 0.67308 -0.99385  -0.587
O: -1.27983 -0.60288 -2.56707  -0.517
O: -3.25077 0.32004 -2.85724  -0.410
C: 0.79726 4.13263 0.84151  -0.697
C: -0.40322 3.27602 1.17126  0.709
O: -0.44555 2.08031 0.89133  -0.677
N: -1.45831 3.88676 1.74002  -0.575
C: -2.73187 3.23210 1.96009  -0.422
H: 1.67579 3.49346 0.77391  0.230
H: 0.98199 4.93962 1.54355  0.233
H: 0.65480 4.51318 -0.17410  0.240
H: -1.39731 4.86830 1.93889  0.403
H: -2.71792 2.58519 2.83023  0.212
H: -2.99110 2.62844 1.08400  0.230
H: -3.50716 3.99378 1.98742  0.216
C: -1.84142 -1.29554 3.98796  -0.653
C: -2.39121 -1.12821 2.59310  0.275
O: -1.82577 -0.17032 1.78414  -0.217
N: -3.57623 -1.75291 2.14888  -0.591
C: -4.13191 -1.50371 0.84547  -0.413
H: -2.42850 -2.06234 4.49343  0.236
H: -2.00792 -0.38655 4.60219  0.208
H: -0.77981 -1.55312 3.99394  0.205
H: -4.24316 -2.00192 2.85855  0.390
H: -3.63040 -2.11020 0.08896  0.191
H: -4.07938 -0.45172 0.56583  0.205
H: -5.18108 -1.78577 0.88938  0.210
C: 1.91240 3.44005 -2.96742  -0.819
S: 0.81101 1.99740 -2.95800  1.286
O: 0.70408 1.53098 -1.54851  -1.017
C: -0.72383 2.81776 -3.31712  -0.827
H: 1.48308 4.21800 -3.59319  0.242
H: 2.81543 3.08637 -3.46270  0.238
H: 2.10478 3.76459 -1.95292  0.241
H: -0.96985 3.54414 -2.54592  0.234
H: -1.50892 2.06755 -3.39493  0.267
H: -0.62137 3.29069 -4.29730  0.238
C: 3.40591 0.80794 1.93480  -0.828
S: 2.01082 0.02212 2.72414  1.322
O: 1.00496 -0.15398 1.64689  -0.999
C: 2.74390 -1.59019 2.92922  -0.830
H: 2.95328 1.66544 1.42758  0.242
H: 3.86866 0.18552 1.17248  0.236
H: 4.11618 1.17925 2.66966  0.248
H: 2.06608 -2.21440 3.50469  0.245
H: 3.74290 -1.52901 3.35524  0.248
H: 2.84302 -2.01551 1.92309  0.241
C: 0.68021 -4.00266 0.79416  -0.828
S: -0.94698 -3.47798 0.18660  0.992
O: -0.66535 -1.94476 0.01029  -0.687
C: -1.07179 -4.40213 -1.35748  -0.778
H: 0.61473 -5.07414 0.97436  0.235
H: 0.87432 -3.54494 1.76717  0.233
H: 1.53906 -3.79358 0.13844  0.218
H: -1.22656 -5.46202 -1.15142  0.241
H: -0.13626 -4.25778 -1.89405  0.228
H: -1.89269 -3.96954 -1.91747  0.254
C: 3.67713 -1.17394 -2.33790  -0.818
S: 2.13471 -1.96963 -1.89004  1.265
O: 1.38511 -0.98717 -1.03427  -0.985
C: 1.41311 -1.79798 -3.52721  -0.825
H: 3.45976 -0.10995 -2.44840  0.237
H: 4.08179 -1.63805 -3.23137  0.246
H: 4.37572 -1.26371 -1.50636  0.234
H: 0.36633 -2.08675 -3.54812  0.272
H: 1.93942 -2.50470 -4.18491  0.231
H: 1.54443 -0.78675 -3.90262  0.240

## Properties
Kohn-Sham gap (spin up / spin down) = 4.875 / 7.062 eV
charge = +1
LUMO level (spin up / spin down) = -0.0700 / -0.1618 Eh
energy relative to the best compared isomer or geometry (same formula, charge and spin) = 0.00 kcal per mole
spin multiplicity = 9


4.
Formula: C11H25FN3O3S
Source: the Open Molecules 2025 dataset
Level of theory: ωB97M-V with the def2-TZVPD basis set

Each line ends with the natural charge from an NBO analysis.
Cartesian coordinates (Å):
C: 4.23144 -0.13926 1.25910  -0.611
C: 3.47371 -1.36664 1.75487  -0.238
C: 3.29581 -2.37811 0.62424  -0.618
C: 2.18715 -1.02741 2.51131  -0.200
N: 1.09908 -0.43300 1.67941  -0.388
C: 1.11515 0.85124 1.32347  0.707
N: 1.78391 1.75711 2.09467  -0.845
N: 0.49438 1.31673 0.23162  -0.536
C: -0.52493 0.52342 -0.46497  -0.242
C: -0.07986 -0.92136 -0.44153  -0.439
C: 0.25380 -1.38584 0.96615  -0.304
S: -1.17032 -1.83353 2.00779  2.394
O: -0.88883 -1.48951 3.35139  -0.881
O: -1.62002 -3.10546 1.58734  -0.868
F: -2.24587 -0.79530 1.50951  -0.486
H: 3.70899 0.34855 0.42974  0.190
H: 4.39659 0.58784 2.05384  0.214
H: 5.20174 -0.43968 0.86638  0.238
H: 4.09605 -1.84905 2.51520  0.231
H: 2.74190 -3.26308 0.94298  0.214
H: 4.27177 -2.72390 0.28753  0.243
H: 2.79923 -1.94035 -0.24531  0.192
H: 1.75917 -1.92092 2.96311  0.232
H: 2.39406 -0.34659 3.33033  0.226
H: 1.61909 1.78926 3.08569  0.430
H: 2.47124 2.36663 1.68810  0.433
H: 0.24845 2.29075 0.35773  0.428
H: -1.48754 0.68463 0.01608  0.224
H: -0.60505 0.87491 -1.49296  0.264
H: 0.85341 -0.98986 -1.00509  0.238
H: -0.79435 -1.58564 -0.92379  0.272
H: 0.75640 -2.34915 0.92013  0.280
C: -3.82330 0.42545 -3.62437  -0.634
C: -3.42019 1.50167 -2.63131  0.104
C: -4.54910 2.48013 -2.36161  -0.634
O: -2.22653 2.17105 -3.04756  -0.742
H: -4.08887 0.87915 -4.58269  0.210
H: -3.00206 -0.27043 -3.79837  0.212
H: -4.68692 -0.13555 -3.26687  0.221
H: -3.12963 1.02797 -1.68786  0.148
H: -4.83646 2.98648 -3.28680  0.209
H: -4.24088 3.23938 -1.64301  0.217
H: -5.42783 1.96618 -1.97202  0.221
H: -2.40398 2.62107 -3.88155  0.472

## Properties
Kohn-Sham gap = 9.883 eV
charge = +1
LUMO level = -0.1109 Eh


5.
Formula: C3H5N3O
Source: the Open Molecules 2025 dataset
Level of theory: ωB97M-V with the def2-TZVPD basis set

Each line ends with the natural charge from an NBO analysis.
Cartesian coordinates (Å):
O: 0.79451 -2.45288 0.79786  -0.695
C: 0.19567 -1.22129 1.08618  -0.094
C: 0.02439 -0.14555 0.01009  0.282
N: -0.66638 0.94025 0.51112  -0.498
C: -0.78385 1.73754 -0.50530  0.196
N: -0.26050 1.19344 -1.62980  -0.396
N: 0.35789 -0.03910 -1.26006  -0.288
H: 1.64270 -2.29869 0.36993  0.471
H: 0.67382 -0.71092 1.94087  0.185
H: -0.82515 -1.44820 1.41435  0.207
H: -1.23667 2.70162 -0.31760  0.215
H: 0.08356 1.74379 -2.41764  0.416

## Properties
structure (SMILES) = OCc1nc[nH]n1
Kohn-Sham gap = 10.983 eV
charge = 0
LUMO level = 0.0319 Eh
energy relative to the best compared isomer or geometry (same formula, charge and spin) = 37.76 kcal per mole


6.
Formula: C19H38Cl6O12
Source: the Open Molecules 2025 dataset
Level of theory: ωB97M-V with the def2-TZVPD basis set

Each line ends with the Löwdin spin population.
Cartesian coordinates (Å):
C: -2.45220 6.92177 3.70179  0.002
C: -0.99850 6.69967 3.88882  0.002
O: -0.28925 6.18860 2.74412  0.012
C: -0.30518 4.88186 2.46332  0.001
O: -0.82808 4.02687 3.15405  0.039
O: 0.55515 4.63476 1.45040  0.132
C: 0.84570 3.33814 1.07518  0.040
H: -2.80136 7.28646 4.66781  0.000
H: -3.01513 6.00690 3.51682  0.000
H: -2.66946 7.61474 2.88896  0.000
H: -0.84731 6.15895 4.82308  0.001
H: -0.44437 7.63790 3.91604  0.000
H: 1.08830 2.72451 1.94277  0.009
H: 1.70981 3.42637 0.41667  0.001
H: -0.06412 3.02370 0.56387  0.021
C: 0.19298 -3.19018 -6.26280  0.000
C: -0.82529 -2.20251 -6.65840  0.000
O: -2.01351 -2.38368 -5.91922  0.004
C: -2.08502 -1.66571 -4.75153  0.001
O: -1.17783 -0.89277 -4.33286  0.015
O: -3.32242 -1.87734 -4.22384  0.002
C: -3.79590 -1.05608 -3.13315  0.000
H: 1.13014 -3.02675 -6.79489  0.000
H: -0.19945 -4.17839 -6.50270  0.000
H: 0.36837 -3.11535 -5.18961  0.000
H: -1.04090 -2.34629 -7.71714  0.000
H: -0.42946 -1.18775 -6.61760  0.000
H: -3.79628 0.01892 -3.31336  0.000
H: -3.11170 -1.16466 -2.29161  0.000
H: -4.78642 -1.38342 -2.81721  0.000
C: -0.95053 -0.62092 2.99495  0.000
C: -0.10914 0.47167 3.49843  0.001
O: 1.21202 0.10472 3.84018  0.001
C: 2.15124 -0.09106 2.87806  0.000
O: 1.96607 -0.09897 1.64679  0.005
O: 3.33966 -0.27027 3.51083  0.000
C: 4.54848 -0.32546 2.72234  0.000
H: -0.49155 -1.28596 2.26339  0.000
H: -1.87216 -0.24520 2.55052  0.000
H: -1.22161 -1.32121 3.78501  0.000
H: -0.49613 0.97806 4.38268  0.000
H: -0.08921 1.20270 2.69018  0.000
H: 5.39915 -0.16040 3.38356  0.000
H: 4.61757 0.28924 1.82486  0.000
H: 4.65071 -1.37756 2.45639  0.000
C: -1.61602 -4.09353 4.63361  0.000
C: -0.34038 -4.88669 4.38355  0.000
O: 0.62026 -4.13000 3.77251  0.000
C: 0.76646 -4.05274 2.41244  0.000
O: 0.14080 -4.64452 1.57976  0.000
O: 1.87635 -3.37057 2.18571  0.000
C: 2.28466 -3.11122 0.84986  0.000
H: -2.33633 -4.69608 5.18695  0.000
H: -2.06821 -3.68846 3.72833  0.000
H: -1.43997 -3.33172 5.39306  0.000
H: -0.62536 -5.80715 3.87402  0.000
H: 0.00610 -5.20440 5.36696  0.000
H: 2.18724 -3.93166 0.13886  0.000
H: 3.28063 -2.67314 0.91494  0.000
H: 1.65408 -2.37412 0.35272  0.000
C: 2.88730 -0.18158 -4.99762  0.000
Cl: 4.21289 -0.45832 -6.15788  0.001
Cl: 2.56214 -1.72276 -4.22252  0.001
H: 3.25602 0.50301 -4.23376  0.000
H: 1.93447 0.13411 -5.42256  0.000
C: 0.28801 0.17821 -1.25532  0.031
Cl: 1.40747 1.27403 -2.12056  0.058
Cl: -1.20887 0.99782 -0.91328  0.160
H: 0.06013 -0.64564 -1.93167  0.014
H: 0.79569 -0.15277 -0.34932  0.012
C: -1.57485 2.28159 -4.36973  0.066
Cl: -3.03023 2.19696 -5.40068  0.091
Cl: -0.66614 3.77313 -4.57779  0.226
H: -1.72356 2.12484 -3.30137  0.023
H: -0.83671 1.52476 -4.63515  0.026

## Properties
Kohn-Sham gap (spin up / spin down) = 10.337 / 2.173 eV
charge = +1
LUMO level (spin up / spin down) = -0.0834 / -0.3834 Eh
spin multiplicity = 2